[1]
ORCA calculation (the ωB97M-V functional and the def2-TZVPD basis) on a 2-piece molecular cluster, C4H14NO3 overall.

Properties
net charge	+1
DFT total energy	-12001.74913	eV
frontier orbital gap	11.63	eV
HOMO energy	-14.556	eV

Geometry (Å):
C (-1.5210, -0.7054, 1.0695)
O (-1.7586, -2.1040, 1.0681)
C (-0.2733, -0.5154, 0.2381)
C (0.1747, 0.9173, -0.0800)
C (-0.8940, 1.7972, -0.7054)
O (1.2470, 0.8088, -1.0014)
N (-0.4838, -1.2171, -1.0750)
H (-2.3690, -0.1670, 0.6291)
H (-1.3395, -0.3125, 2.0690)
H (-2.4936, -2.3216, 1.6534)
H (0.5717, -1.0267, 0.7013)
H (0.5068, 1.3659, 0.8584)
H (-0.4584, 2.7719, -0.9055)
H (-1.7469, 1.9308, -0.0460)
H (-1.2392, 1.3928, -1.6585)
H (2.0801, 0.7055, -0.5010)
H (0.3634, -1.1032, -1.6409)
H (-1.2555, -0.7943, -1.5916)
H (-0.6914, -2.2053, -0.9119)
H (4.2090, -0.2652, 0.1354)
H (3.8938, 0.8402, 1.1464)
O (3.4779, 0.2074, 0.5484)

Results of the Löwdin charge analysis, in e, for atoms 1 through 5: atom 1 (C): -0.1929, atom 2 (O): -0.0432, atom 3 (C): -0.2306, atom 4 (C): -0.3880, atom 5 (C): -0.0160

---

[2]
ORCA calculation (the ωB97M-V functional and the def2-TZVPD basis) on a 4-piece molecular cluster, C4H14NO3 overall at a distorted geometry.

Properties
net charge	+1
DFT total energy	-12000.11614	eV
frontier orbital gap	9.19	eV
HOMO energy	-13.679	eV

Geometry (Å):
C (-1.2925, 0.4146, 1.3940)
C (-0.5848, -0.2821, 0.2834)
C (-0.5634, -1.6120, 0.1291)
C (0.5414, 0.2161, -1.7672)
N (0.1988, 0.5296, -0.5758)
H (-0.6320, 0.4539, 2.2667)
H (-1.7829, 1.3385, 1.1288)
H (-2.0267, -0.2991, 1.7785)
H (0.0718, -2.0245, -0.6412)
H (-1.0165, -2.2833, 0.8413)
H (1.2856, 0.6876, -2.3939)
H (0.0088, -0.5999, -2.2430)
H (0.5020, 1.4757, -0.3010)
H (1.3262, -5.2236, 1.9336)
H (1.9068, -3.9917, 2.6589)
O (1.2949, -4.2897, 2.0017)
H (-1.3960, 2.5266, -3.2322)
H (-2.4752, 2.0099, -2.2226)
O (-1.5518, 2.0649, -2.4178)
H (1.1495, 3.2115, 1.3234)
H (2.5041, 2.6924, 0.9326)
O (1.5867, 2.6485, 0.6482)

Results of the Löwdin charge analysis, in e, for atoms 1 through 5: atom 1 (C): -0.0232, atom 2 (C): -0.3331, atom 3 (C): 0.1322, atom 4 (C): 0.1533, atom 5 (N): 0.0803

---

[3]
ORCA calculation (the ωB97M-V functional and the def2-TZVPD basis) on a 2-piece molecular cluster, C4H14NO3 overall at a distorted geometry.

Properties
net charge	+2
DFT total energy	-11986.97684	eV
spin multiplicity	2
frontier orbital gap (spin up / spin down)	11.58 / 4.69	eV
HOMO energy (spin up / spin down)	-18.690 / -18.659	eV

Geometry (Å):
C (-0.8869, -1.7449, -1.7595)
O (-2.2283, -2.0304, -1.4013)
C (-0.2388, -0.8667, -0.6941)
C (-0.8675, 0.5196, -0.5748)
C (0.0874, 1.6418, -0.0925)
O (0.6759, 1.3317, 1.1150)
N (-0.4029, -1.6533, 0.5978)
H (-0.8510, -1.2527, -2.7399)
H (-0.4220, -2.7071, -1.9715)
H (-2.7952, -1.2558, -1.5149)
H (0.8189, -0.8694, -0.9435)
H (-1.7534, 0.4747, 0.0568)
H (-1.1698, 0.9258, -1.5367)
H (-0.4389, 2.5981, 0.0074)
H (0.9116, 1.7244, -0.8376)
H (0.9974, 2.1181, 1.6204)
H (-0.3106, -1.0605, 1.4222)
H (-1.3489, -2.0606, 0.6378)
H (0.2875, -2.4054, 0.6456)
H (2.6864, 2.6271, 2.9591)
H (4.0058, 2.8914, 2.2800)
O (3.1773, 2.4015, 2.1502)

Results of the Löwdin charge analysis, in e, for atoms 1 through 5: atom 1 (C): -0.1883, atom 2 (O): -0.0220, atom 3 (C): -0.2431, atom 4 (C): -0.0649, atom 5 (C): -0.0954

---

[4]
ORCA calculation (the ωB97M-V functional and the def2-TZVPD basis) on C4H14NOS as an isolated structure at a distorted geometry.

Properties
net charge	+1
DFT total energy	-18736.10172	eV
frontier orbital gap	5.62	eV
HOMO energy	-13.698	eV

Geometry (Å):
C (1.6930, 0.1713, -0.2761)
C (0.1839, 0.1368, -0.6781)
C (-0.2869, -1.2955, -0.8077)
C (-1.7452, -1.4208, -0.4135)
S (-2.6007, 0.0250, -0.8931)
N (-0.5836, 0.9922, 0.2046)
H (1.8448, -0.5735, 0.4904)
H (1.9571, 1.1289, 0.1575)
H (2.3528, 0.0515, -1.1206)
H (0.2034, 0.7070, -1.6073)
H (-0.1776, -1.4814, -1.8759)
H (0.2899, -2.1056, -0.3635)
H (-1.9044, -1.5020, 0.6472)
H (-2.2183, -2.2756, -0.9102)
H (-2.5640, -0.6184, -4.2484)
H (-0.8663, 0.4960, 1.0603)
H (-2.3211, -1.3036, -4.0887)
H (-1.6559, 0.9383, -0.2283)
H (2.2929, 2.1694, 5.3211)
H (3.5160, 2.9257, 4.9433)
O (2.5904, 2.8344, 4.6870)

Results of the Löwdin charge analysis, in e, for atoms 1 through 5: atom 1 (C): 0.0038, atom 2 (C): -0.4422, atom 3 (C): -0.1974, atom 4 (C): -0.5022, atom 5 (S): 1.0184

---

[5]
ORCA calculation (the ωB97M-V functional and the def2-TZVPD basis) on a 2-piece molecular cluster, C4H14NOS overall at a distorted geometry.

Properties
net charge	+1
DFT total energy	-18741.48521	eV
frontier orbital gap	9.92	eV
HOMO energy	-13.114	eV

Geometry (Å):
C (-1.3767, 0.2801, -1.7134)
C (-0.2134, 0.2481, -0.7666)
C (-0.0901, 1.5602, 0.0679)
C (1.0990, 1.6475, 1.0599)
S (2.4082, 0.4596, 0.7168)
N (-0.4209, -0.8545, 0.2490)
H (-1.1840, 0.9441, -2.5486)
H (-2.3133, 0.4997, -1.1924)
H (-1.5678, -0.7542, -2.0485)
H (0.7902, 0.1125, -1.1561)
H (0.0673, 2.2924, -0.7118)
H (-1.0463, 1.7567, 0.5512)
H (0.6679, 1.5996, 2.0652)
H (1.4812, 2.6577, 0.9801)
H (3.2621, 0.8538, 1.6688)
H (-1.2671, -0.7192, 0.8184)
H (0.3337, -1.0148, 0.9246)
H (-0.6766, -1.7659, -0.1547)
H (-3.6131, -2.2630, -0.7579)
H (-3.6941, -3.4234, 0.1842)
O (-3.1008, -3.0322, -0.4730)

Results of the Löwdin charge analysis, in e, for atoms 1 through 5: atom 1 (C): -0.0286, atom 2 (C): -0.3773, atom 3 (C): -0.2050, atom 4 (C): -0.5325, atom 5 (S): 0.7744

---

[6]
ORCA calculation (the ωB97M-V functional and the def2-TZVPD basis) on a 2-piece molecular cluster, C4H14NS2 overall.

Properties
net charge	+1
DFT total energy	-27529.09337	eV
frontier orbital gap	8.74	eV
HOMO energy	-11.765	eV

Geometry (Å):
C (1.1205, 0.6792, -2.1875)
S (2.1631, -0.3324, -1.0989)
S (0.7868, -1.6062, -0.1966)
C (1.8053, -3.1089, -0.0848)
H (0.1874, 0.1641, -2.4175)
H (0.9287, 1.6621, -1.7509)
H (1.6681, 0.8191, -3.1176)
H (2.8125, -2.8397, 0.2222)
H (1.3236, -3.7231, 0.6717)
H (1.8268, -3.6195, -1.0430)
C (-2.5083, 1.0750, 0.5259)
N (-1.0255, 0.8759, 0.5438)
C (-0.3956, 1.2503, 1.8390)
H (-2.8961, 0.6399, -0.3917)
H (-2.9224, 0.5900, 1.4048)
H (-2.7168, 2.1411, 0.5500)
H (-0.6171, 1.4344, -0.2053)
H (-0.8038, -0.1056, 0.3096)
H (-0.6301, 2.2935, 2.0344)
H (0.6808, 1.1082, 1.7740)
H (-0.7878, 0.6026, 2.6183)

Results of the Löwdin charge analysis, in e, for atoms 1 through 5: atom 1 (C): -0.4717, atom 2 (S): 0.4953, atom 3 (S): 0.4516, atom 4 (C): -0.4242, atom 5 (H): 0.0307

---

[7]
ORCA calculation (the ωB97M-V functional and the def2-TZVPD basis) on a 3-piece molecular cluster, C4H14O2 overall at a distorted geometry.

Properties
net charge	0
DFT total energy	-8468.91649	eV
structure (SMILES)	CCCC.O.O
frontier orbital gap	11.20	eV
HOMO energy	-10.462	eV

Geometry (Å):
C (-1.9663, 0.3109, 1.7211)
C (-2.1483, -0.4554, 0.3350)
C (-0.7992, -0.7844, -0.2279)
C (-0.8996, -1.7023, -1.5533)
H (-1.0541, 0.8928, 1.8374)
H (-2.9234, 0.8563, 1.5770)
H (-2.0122, -0.3614, 2.6441)
H (-2.6843, -1.3927, 0.4772)
H (-2.6575, 0.2233, -0.3664)
H (-0.2697, 0.1371, -0.4497)
H (-0.0824, -1.0719, 0.4971)
H (-1.2330, -0.8767, -2.2898)
H (0.0571, -2.0727, -1.8524)
H (-1.6177, -2.4728, -1.4646)
H (2.3876, -1.0453, -2.6969)
H (3.2737, 0.2625, -2.6991)
O (2.4472, -0.1310, -2.3665)
H (1.5204, 2.4171, 2.0629)
H (2.9762, 3.0353, 1.8722)
O (2.4528, 2.2880, 2.2667)

Results of the Löwdin charge analysis, in e, for atoms 1 through 5: atom 1 (C): -0.1001, atom 2 (C): -0.2808, atom 3 (C): -0.2933, atom 4 (C): -0.0714, atom 5 (H): 0.0473

---

[8]
ORCA calculation (the ωB97M-V functional and the def2-TZVPD basis) on a 3-piece molecular cluster, C4H14O2 overall at a distorted geometry.

Properties
net charge	+1
DFT total energy	-8459.19819	eV
spin multiplicity	2
frontier orbital gap (spin up / spin down)	10.98 / 4.16	eV
HOMO energy (spin up / spin down)	-14.207 / -14.206	eV

Geometry (Å):
C (-1.4703, 0.4793, -1.8494)
C (-1.5829, 0.3179, -0.3644)
C (-1.1413, -1.0611, 0.2378)
C (-0.7367, -0.9581, 1.6589)
H (-0.4673, 0.7580, -2.1557)
H (-2.1808, 1.2615, -2.1487)
H (-1.6753, -0.4267, -2.4007)
H (-2.6402, 0.1794, -0.0444)
H (-1.2040, 1.1875, 0.1797)
H (-0.3928, -1.3586, -0.5519)
H (-1.7798, -1.9498, 0.1193)
H (0.0923, -0.3000, 1.8524)
H (-0.5390, -1.9719, 2.0059)
H (-1.5665, -0.6822, 2.3312)
H (4.0903, -1.5297, 1.8682)
H (4.0450, -0.0395, 2.1917)
O (3.6878, -0.8998, 2.4750)
H (1.6944, 1.7150, -1.3152)
H (1.5893, 3.0047, -2.1548)
O (2.1778, 2.2742, -1.9350)

Results of the Löwdin charge analysis, in e, for atoms 1 through 5: atom 1 (C): -0.0550, atom 2 (C): -0.1350, atom 3 (C): -0.1275, atom 4 (C): -0.0330, atom 5 (H): 0.0850

---

[9]
ORCA calculation (the ωB97M-V functional and the def2-TZVPD basis) on a 3-piece molecular cluster, C4H14O2S overall.

Properties
net charge	0
DFT total energy	-19304.91516	eV
structure (SMILES)	CCCSC.O.O
frontier orbital gap	9.12	eV
HOMO energy	-8.298	eV

Geometry (Å):
C (1.6816, 2.9163, -1.6929)
C (1.6467, 2.6822, -0.1809)
C (2.3580, 1.3966, 0.2514)
S (1.2729, 0.1357, 1.0098)
C (-0.0790, 0.1203, -0.1800)
H (2.7051, 2.8274, -2.0640)
H (1.2873, 3.8965, -1.9872)
H (1.0647, 2.1864, -2.2135)
H (2.1956, 3.5082, 0.2649)
H (0.6426, 2.7211, 0.2161)
H (2.8804, 0.8651, -0.5481)
H (3.0591, 1.6370, 1.0384)
H (-0.7552, 0.9527, -0.0324)
H (-0.5836, -0.8419, -0.1364)
H (0.2948, 0.2051, -1.1950)
H (-4.9657, -2.9977, 1.9741)
H (-5.0288, -4.2745, 2.7690)
O (-4.7902, -3.9477, 1.8948)
H (-2.1264, -4.8900, -0.3041)
H (-0.9898, -4.7764, 0.7322)
O (-1.7702, -4.3224, 0.3839)

Results of the Löwdin charge analysis, in e, for atoms 1 through 5: atom 1 (C): -0.1146, atom 2 (C): -0.3148, atom 3 (C): -0.5081, atom 4 (S): 0.7714, atom 5 (C): -0.4266

---

[10]
ORCA calculation (the ωB97M-V functional and the def2-TZVPD basis) on a 3-piece molecular cluster, C4H14O2S2 overall at a distorted geometry.

Properties
net charge	0
DFT total energy	-30140.14756	eV
structure (SMILES)	CCCSSC.O.O
frontier orbital gap	9.61	eV
HOMO energy	-9.009	eV

Geometry (Å):
C (-0.3927, 2.6383, -0.5719)
C (-1.9185, 2.8905, -0.4366)
C (-0.1512, 1.1335, -0.6623)
S (-0.5973, 0.2880, 0.9127)
S (1.3316, -0.3938, 1.4394)
C (1.2908, -2.0200, 0.5913)
H (0.2153, 3.1149, 0.1998)
H (-0.0133, 3.0847, -1.5010)
H (-2.3376, 2.6936, -1.4148)
H (-2.1317, 3.8997, -0.0801)
H (-2.3302, 2.2409, 0.3346)
H (0.8860, 0.8951, -0.8866)
H (-0.7844, 0.8140, -1.4974)
H (0.9204, -2.6677, 1.3767)
H (2.1169, -2.3395, -0.0434)
H (0.5006, -2.0169, -0.1666)
H (3.1116, -3.2481, -6.0598)
H (3.8472, -3.9521, -4.9485)
O (3.6993, -3.0989, -5.3062)
H (-3.9763, 0.2504, 3.0472)
H (-3.0185, -0.6382, 2.1917)
O (-3.9318, -0.5255, 2.4973)

Results of the Löwdin charge analysis, in e, for atoms 1 through 5: atom 1 (C): -0.3327, atom 2 (C): -0.1154, atom 3 (C): -0.5551, atom 4 (S): 0.5026, atom 5 (S): 0.4494

---

> Which formula does entry 8 have?

C4H14O2

---

> Look up the DFT total energy of the second one.

-12000.11614 eV

---

> Number 7 is which compound?

C4H14O2

---

> Look up the net charge of the eighth one.

+1